Molecular formula: C5H12O
Method: DFT, wB97M-V/def2-TZVPD

```
18
Properties=species:S:1:pos:R:3
O -2.13998 -0.60643 -0.71285
C 0.91442 1.41238 -0.07968
C -0.75476 -2.18598 1.10182
C 0.31627 -1.51766 1.51028
C -2.09516 0.58013 -0.54624
C 1.48571 0.85916 -1.37517
H -2.35981 1.05283 0.41352
H 1.26910 -1.63051 1.01721
H 0.33737 -1.01390 2.46513
H 0.36979 2.33740 -0.26311
H 2.15629 1.57964 -1.84658
H -1.84994 1.28122 -1.35736
H 2.04380 -0.05384 -1.18004
H -0.74351 -2.78758 0.20969
H -1.67366 -2.18844 1.66387
H 1.71041 1.65768 0.61713
H 0.32506 0.60689 0.44146
H 0.68860 0.61701 -2.07909
```

Computed properties:
ΔE to the lowest compared entry with this formula, charge and spin   2.283 eV
HOMO-LUMO gap   10.7 eV
Highest occupied orbital energy   -9.71 eV


Molecular formula: C5H12O2
Method: DFT, wB97M-V/def2-TZVPD

```
19
Properties=species:S:1:pos:R:3
O 1.67918 0.86633 -2.12397
O -0.77951 -0.89245 1.47794
C 0.38937 1.49490 1.66314
C -2.03496 -0.35381 1.16739
C 0.83388 -1.42042 -1.97700
C 0.86290 -0.08307 -2.65954
C 0.44713 -0.00596 1.47540
H -0.37934 1.98041 1.04623
H 1.33489 1.93822 1.31582
H -2.15762 -0.22895 0.07687
H 1.12558 -0.46814 2.20528
H -0.21593 0.25314 -2.70581
H 1.66643 -1.69970 -1.32238
H 0.11180 -2.18211 -2.29366
H 1.08039 -0.30033 -3.74612
H 0.89709 -0.22870 0.49281
H -2.78646 -1.03808 1.58216
H -2.25956 0.63089 1.60984
H 0.18477 1.73784 2.71561
```

Computed properties:
Total charge   -1
2S+1   2
ΔE to the lowest compared entry with this formula, charge and spin   2.485 eV
HOMO-LUMO gap (alpha / beta)   5.7 / 5.9 eV
Highest occupied orbital energy (alpha / beta)   -2.09 / -2.29 eV


Molecular formula: C5H12O2
Method: DFT, wB97M-V/def2-TZVPD

```
19
Properties=species:S:1:pos:R:3
O 1.52251 -1.24688 -2.01246
O 1.22085 -0.42638 0.63940
C 0.07948 0.31519 0.24531
C 0.80281 -0.02164 -2.17672
C -0.35476 0.00414 -1.18617
C -1.05414 0.07355 1.23927
C -0.68105 0.50680 2.65142
H -0.85071 -0.97703 -1.22179
H -1.28901 -0.99905 1.22370
H -1.47609 0.27985 3.36874
H 0.35670 1.38260 0.28812
H -1.95414 0.60579 0.90101
H 0.23032 -0.00632 2.96991
H 1.67124 -1.65414 -2.87119
H 1.48421 0.81999 -1.98366
H 1.44311 -1.06178 -0.05559
H -0.49104 1.58589 2.68903
H -1.09246 0.75071 -1.50218
H 0.43216 0.06870 -3.20615
```

Computed properties:
ΔE to the lowest compared entry with this formula, charge and spin   0.752 eV
HOMO-LUMO gap   10.6 eV
Highest occupied orbital energy   -9.85 eV


Molecular formula: C5H12O2
Method: DFT, wB97M-V/def2-TZVPD

```
19
Properties=species:S:1:pos:R:3
O -2.20898 -1.43250 -4.20578
O 2.01220 2.31715 0.07755
C -0.44251 -1.20031 0.42623
C -0.09506 1.25232 0.51404
C 1.21049 -0.28825 2.02267
C 0.62725 -0.09114 0.62732
C 0.82213 2.40741 0.26919
H 0.41345 3.40639 0.27883
H -1.62340 -2.10218 -4.55898
H 1.85691 0.53078 2.35592
H 1.43738 -0.24277 -0.07745
H -0.92509 -1.14117 -0.54797
H 1.91794 -1.12368 1.95647
H -0.68120 1.48265 1.40994
H 0.52054 -0.52734 2.81313
H 0.05326 -2.14149 0.63184
H -0.84099 1.25521 -0.27390
H -1.21032 -1.08598 1.18857
H -2.84401 -1.27511 -4.90762
```

Computed properties:
ΔE to the lowest compared entry with this formula, charge and spin   1.003 eV
HOMO-LUMO gap   10.5 eV
Highest occupied orbital energy   -9.66 eV


Molecular formula: C5H12O2
Method: DFT, wB97M-V/def2-TZVPD

```
19
Properties=species:S:1:pos:R:3
O 3.06282 -0.27309 -0.57100
O 1.18063 1.77953 -0.01924
C -0.06022 -0.91229 -0.76534
C -0.11343 -0.84711 1.74076
C -2.00897 0.12851 0.19777
C -0.66416 -0.48317 0.37642
C -2.72859 0.15415 -0.95167
H -2.35333 0.67226 1.08131
H 0.39763 1.27308 -0.31944
H 0.27147 -1.87131 1.69826
H -2.85492 -0.76006 -1.51695
H -3.26703 1.05847 -1.22456
H 1.16531 2.58642 -0.52704
H 1.00494 -1.05041 -0.66971
H 2.52509 0.53507 -0.52266
H -0.48661 -1.44538 -1.60805
H -0.94490 -0.83836 2.44265
H 3.83596 -0.14666 -0.01837
H 0.78048 -0.27619 2.00944
```

Computed properties:
ΔE to the lowest compared entry with this formula, charge and spin   3.496 eV
HOMO-LUMO gap   8.2 eV
Highest occupied orbital energy   -8.10 eV


Molecular formula: C5H12O2
Method: DFT, wB97M-V/def2-TZVPD

```
19
Properties=species:S:1:pos:R:3
O -1.16026 0.70055 -1.84778
O -0.72769 0.46003 0.64859
C 0.47520 -0.20196 0.23574
C -0.70033 1.72205 1.31737
C 0.10587 -1.16907 -0.91747
C -0.24521 -0.34508 -2.17659
C 1.02463 -0.87888 1.46644
H -0.43348 1.61517 2.37590
H 1.93838 -1.45219 1.29234
H 0.23670 -1.53734 1.84258
H -0.76024 -1.76409 -0.60222
H -1.26554 0.59855 -0.89291
H -1.69902 2.19665 1.30907
H 0.69745 0.06867 -2.58859
H -0.67407 -0.99001 -2.96053
H 1.22441 -0.09863 2.20594
H -0.02166 2.42433 0.82515
H 0.91394 -1.90166 -1.12171
H 1.21278 0.50189 -0.18975
```

Computed properties:
ΔE to the lowest compared entry with this formula, charge and spin   1.421 eV
HOMO-LUMO gap   10.7 eV
Highest occupied orbital energy   -9.65 eV


Molecular formula: C5H12O2
Method: DFT, wB97M-V/def2-TZVPD

```
19
Properties=species:S:1:pos:R:3
O 0.53149 -0.97899 -1.00926
O 1.43090 -0.95027 1.66902
C -0.66728 1.98658 0.94846
C -0.29457 0.13307 -0.71846
C 0.15947 -0.33841 1.74671
C 0.23002 -1.58610 -2.24200
C 0.10832 0.71097 0.64032
H 0.91971 -2.42293 -2.37623
H -0.65977 -1.07020 1.68744
H -1.75232 1.83502 1.00166
H -0.17376 0.90817 -1.49482
H -0.47644 2.72787 0.16646
H 0.35806 -0.88231 -3.07805
H -0.34614 2.41037 1.90551
H -1.35643 -0.18333 -0.74771
H 1.18457 0.89438 0.63620
H 1.48262 -1.36158 0.79147
H -0.80236 -1.96645 -2.26363
H 0.12391 0.13413 2.73690
```

Computed properties:
ΔE to the lowest compared entry with this formula, charge and spin   1.326 eV
HOMO-LUMO gap   10.9 eV
Highest occupied orbital energy   -9.92 eV


Molecular formula: C5H12O2
Method: DFT, wB97M-V/def2-TZVPD

```
19
Properties=species:S:1:pos:R:3
O 2.05767 -2.24167 -0.56807
O 2.61497 0.35805 0.38238
C -1.28543 1.06797 0.76784
C -0.32894 2.09966 0.16296
C -1.49870 -0.12851 -0.11678
C -1.38725 -1.39933 0.26480
C 1.21639 -1.82622 -1.33255
H 2.22716 0.33620 1.26527
H 0.67708 1.68306 0.03949
H -0.91917 0.73531 1.74777
H -0.68413 2.43129 -0.82034
H 1.07320 -0.74777 -1.51087
H -1.59529 -2.22332 -0.41419
H -0.26139 2.98576 0.80345
H 0.55768 -2.51672 -1.89017
H -2.26125 1.54160 0.94617
H 2.68748 -0.58148 0.13903
H -1.10392 -1.66605 1.28152
H -1.78616 0.09219 -1.14772
```

Computed properties:
ΔE to the lowest compared entry with this formula, charge and spin   1.960 eV
HOMO-LUMO gap   10.6 eV
Highest occupied orbital energy   -9.91 eV


Molecular formula: C5H12O2
Method: DFT, wB97M-V/def2-TZVPD

```
19
Properties=species:S:1:pos:R:3
O -1.71511 0.11042 -0.01573
O 0.83968 -1.02040 -2.34005
C 0.11929 2.04808 0.16232
C -1.94619 -0.65190 1.14586
C 1.34448 -1.61929 -0.07341
C 0.97988 1.53625 -0.78836
C 0.61000 -0.87731 -1.16706
H -0.42760 -0.34940 -0.77966
H -0.53236 2.86668 -0.13051
H 0.83073 -2.56528 0.11009
H -3.00631 -0.90655 1.18867
H -1.68537 -0.10590 2.06471
H -0.97147 1.05385 0.17338
H 1.33284 -1.04781 0.85385
H 0.80823 1.70259 -1.84199
H -1.36716 -1.58637 1.14981
H 1.95029 1.13836 -0.52511
H 2.37066 -1.82680 -0.37604
H 0.46549 2.10078 1.18921
```

Computed properties:
ΔE to the lowest compared entry with this formula, charge and spin   4.714 eV
HOMO-LUMO gap   7.9 eV
Highest occupied orbital energy   -8.30 eV


Molecular formula: C5H12O2
Method: DFT, wB97M-V/def2-TZVPD

```
19
Properties=species:S:1:pos:R:3
O -1.65023 1.92581 -0.79052
O -1.18691 -2.11757 0.13667
C -1.18059 0.96160 0.12394
C 0.00868 -2.28026 0.84576
C 1.19978 1.29202 0.88140
C 0.83762 0.34393 -1.38729
C 0.37936 0.78103 -0.02543
H 2.26558 1.32981 0.72286
H -1.76508 0.06420 -0.08621
H 0.07343 0.56862 -2.12865
H -1.38940 1.26705 1.15788
H -0.98841 -1.68286 -0.71359
H 0.67049 -3.01772 0.37517
H 0.85296 1.61794 1.84783
H 1.01536 -0.73037 -1.40106
H -0.25599 -2.62426 1.84490
H 1.75567 0.84820 -1.67443
H -1.17740 2.75057 -0.63328
H 0.53509 -1.29773 0.90406
```

Computed properties:
ΔE to the lowest compared entry with this formula, charge and spin   2.145 eV
HOMO-LUMO gap   10.4 eV
Highest occupied orbital energy   -9.65 eV


Molecular formula: C5H12O2
Method: DFT, wB97M-V/def2-TZVPD

```
19
Properties=species:S:1:pos:R:3
O 1.15536 -2.25363 0.22885
O -0.68648 -0.18152 1.39203
C 0.03904 -0.36763 -0.89149
C 0.18305 0.55545 -2.10264
C -0.20790 0.44838 0.35011
C -1.01035 0.41729 2.52168
C 1.28841 -1.25445 -0.75050
H 0.41699 1.32040 0.54937
H -0.37683 1.23009 2.86701
H -1.96003 1.59267 1.43488
H -0.71096 1.16852 -2.24392
H 1.03839 1.23211 -1.98808
H -0.81608 -1.03779 -1.03944
H 0.83968 -1.84275 1.04059
H 2.16705 -0.61557 -0.55794
H -1.72343 1.65196 0.65363
H 1.47266 -1.78167 -1.69283
H -1.45392 -0.25672 3.24514
H 0.34534 -0.02516 -3.01646
```

Computed properties:
ΔE to the lowest compared entry with this formula, charge and spin   5.027 eV
HOMO-LUMO gap   8.4 eV
Highest occupied orbital energy   -7.83 eV


Molecular formula: C5H12O2
Method: DFT, wB97M-V/def2-TZVPD

```
19
Properties=species:S:1:pos:R:3
O 0.38078 -0.74411 1.26264
O 2.65998 0.95995 -0.19682
C -1.09684 -0.84368 -0.67887
C -1.91671 -2.00339 -0.12321
C 1.24415 1.85255 0.64243
C 0.26922 1.21184 -0.15665
C -0.47625 0.02007 0.42019
H -1.28275 0.34321 1.09595
H 1.53386 2.88369 0.45270
H -1.72188 -0.20645 -1.31957
H 1.55331 0.79364 -0.68256
H -0.25931 1.81933 -0.89030
H 3.23301 1.53161 -0.73844
H -1.30383 -2.61576 0.54504
H -0.28487 -1.22038 -1.31815
H 1.46637 1.47826 1.63732
H 1.17434 -0.95445 0.74709
H -2.30272 -2.64283 -0.92399
H -2.77280 -1.63653 0.45574
```

Computed properties:
ΔE to the lowest compared entry with this formula, charge and spin   3.700 eV
HOMO-LUMO gap   9.4 eV
Highest occupied orbital energy   -8.54 eV


Molecular formula: C5H12O2
Method: DFT, wB97M-V/def2-TZVPD

```
19
Properties=species:S:1:pos:R:3
O -1.75658 1.26793 -1.54238
O 4.94589 -0.72825 -0.51639
C -0.68480 0.33755 0.65110
C -1.95616 0.45052 1.57984
C 0.38995 -0.50281 1.47740
C -1.49516 0.12152 -1.54122
C -0.87805 -0.60411 -0.50093
H -1.91296 -0.42467 -2.59714
H -1.69004 1.33157 2.22228
H -1.47994 -1.50600 -0.29111
H 0.40888 0.11234 2.47208
H 1.28773 -0.66912 0.93439
H 5.66355 -1.12839 -0.98473
H -2.31946 -0.41145 2.33443
H -0.34979 1.36809 0.48933
H -0.05079 -1.53039 1.73858
H 5.32920 0.00324 -0.09933
H -2.79176 0.82583 1.15639
H 0.13623 -1.10454 -0.90215
```

Computed properties:
ΔE to the lowest compared entry with this formula, charge and spin   2.837 eV
HOMO-LUMO gap   10.2 eV
Highest occupied orbital energy   -9.40 eV